A 13-piece molecular cluster, C45H105N3O27 overall at a distorted geometry. Source: OMol25; level of theory: the ωB97M-V functional and the def2-TZVPD basis.

Each line ends with the Mulliken charge.
Element x y z (Å)
1 C 1.80486 0.04150 0.50032  -0.025
2 C 0.74693 -0.58803 -0.09681  -0.648
3 C -0.38875 -1.14908 0.73671  -0.252
4 O -1.30269 -1.81679 0.18948  0.445
5 C -0.41136 -0.87536 2.09165  1.658
6 C 0.61485 -0.14421 2.75588  1.178
7 C 1.88932 0.25753 1.90078  0.395
8 O 2.83747 0.79177 2.48198  -0.547
9 O 0.49228 0.31492 3.91405  -0.101
10 O 0.68280 -0.65247 -1.36397  0.059
11 H 2.64841 0.42156 -0.06471  0.561
12 H -1.25974 -1.13376 2.71011  -1.447
13 C -2.76275 1.14942 2.44006  0.478
14 O -2.85165 2.22346 1.53553  -0.607
15 C -1.89335 2.13285 0.49308  0.755
16 C -0.51437 2.61356 0.96710  -0.489
17 N 0.37795 2.59362 -0.19318  0.192
18 C 1.68881 3.22757 0.07053  -0.026
19 C 2.53654 3.21580 -1.17572  -0.367
20 O 2.23051 4.30137 -2.05811  -0.552
21 C 1.26430 3.98789 -3.04910  -0.503
22 H -3.59356 1.14881 3.14461  0.466
23 H -1.85836 1.20243 3.05823  0.095
24 H -2.69137 0.19258 1.91326  -0.676
25 H -2.18341 2.72171 -0.37361  0.226
26 H -1.80638 1.07549 0.21019  -0.482
27 H -0.08161 2.12340 1.84864  -0.068
28 H -0.56555 3.66776 1.26808  0.622
29 H 0.57496 1.60952 -0.37616  -0.827
30 H 2.17349 2.65220 0.87148  -0.203
31 H 1.47581 4.22961 0.44139  0.748
32 H 2.56584 2.25041 -1.69563  0.199
33 H 3.60128 3.35053 -0.96058  0.236
34 H 1.57994 3.13769 -3.66660  0.269
35 H 1.06956 4.83984 -3.69698  0.358
36 H 0.34320 3.65149 -2.57011  0.134
37 C -3.24574 6.08107 -8.17309  -0.664
38 O -4.28769 5.41123 -7.49321  -0.388
39 C -4.58531 5.99718 -6.22417  -0.717
40 C -3.49021 5.86787 -5.15189  -0.600
41 N -3.33753 4.52004 -4.65096  -0.311
42 C -2.61319 3.64980 -5.56318  -0.474
43 C -2.36625 2.28161 -4.93654  -0.491
44 O -1.54474 2.48126 -3.81786  -0.141
45 C -1.29907 1.28098 -3.10386  0.018
46 H -3.28191 7.17374 -8.22283  0.318
47 H -3.25553 5.77372 -9.21999  0.231
48 H -2.31675 5.72169 -7.72704  0.244
49 H -5.51885 5.63729 -5.79437  0.382
50 H -4.71405 7.05954 -6.47828  0.424
51 H -3.83109 6.60362 -4.41876  0.438
52 H -2.54567 6.26404 -5.55064  0.336
53 H -2.97812 4.47151 -3.70938  0.202
54 H -1.63225 4.10512 -5.77592  0.163
55 H -3.14684 3.56152 -6.50776  0.413
56 H -1.83411 1.65094 -5.66223  0.316
57 H -3.32087 1.78368 -4.73081  0.195
58 H -0.77661 0.57752 -3.75524  0.745
59 H -2.20557 0.77092 -2.75384  -0.160
60 H -0.75758 1.51543 -2.19354  -0.639
61 C -5.78374 -3.33620 -3.58845  -1.942
62 C -5.19509 -2.02603 -3.01948  1.966
63 C -6.27931 -0.91859 -2.94397  -1.185
64 C -7.20433 -0.95577 -1.72625  -0.978
65 C -6.33518 -1.06261 -0.44846  -1.095
66 C -5.41135 -2.29937 -0.47733  2.340
67 N -4.59951 -2.21639 -1.69472  1.253
68 O -3.60075 -3.21807 -1.69895  -0.655
69 C -4.52724 -2.20915 0.75803  -3.180
70 C -6.29145 -3.57174 -0.42488  -1.751
71 C -4.09329 -1.49452 -3.92979  -1.912
72 H -6.75677 -3.64842 -3.21349  0.337
73 H -5.04137 -4.11810 -3.42442  0.381
74 H -5.91147 -3.21648 -4.66961  0.465
75 H -5.78611 0.05497 -2.93634  0.361
76 H -6.92905 -0.98030 -3.82048  0.418
77 H -7.94464 -1.75544 -1.76151  0.384
78 H -7.71685 0.00701 -1.66819  0.467
79 H -6.93228 -1.08838 0.46369  0.521
80 H -5.74701 -0.14220 -0.45705  0.189
81 H -3.74858 -2.97473 0.72993  0.423
82 H -3.91452 -1.30584 0.70720  0.301
83 H -5.07361 -2.24066 1.69759  0.854
84 H -5.78415 -4.48651 -0.73824  0.253
85 H -6.64835 -3.82416 0.57774  0.439
86 H -7.16058 -3.43252 -1.06685  0.266
87 H -3.56313 -2.31205 -4.42726  0.549
88 H -3.36610 -0.85146 -3.44125  -0.183
89 H -4.54139 -0.93871 -4.76046  0.536
90 H -2.88180 -2.81035 -1.18536  -0.034
91 C 3.66569 -3.52796 -2.87840  -0.695
92 C 3.62237 -3.03344 -1.44002  0.167
93 O 2.34500 -3.19209 -0.82590  -0.119
94 O 3.07634 -4.80164 -3.06192  -0.521
95 H 4.68031 -3.37737 -3.26463  0.404
96 H 3.04939 -2.82866 -3.46410  0.231
97 H 3.94434 -1.99235 -1.38124  -0.078
98 H 4.23707 -3.72030 -0.84845  0.347
99 H 1.75679 -2.55697 -1.27157  -0.246
100 H 3.17730 -5.05224 -3.98190  0.299
101 C 5.90474 1.79740 3.36360  -0.028
102 C 6.01933 2.04140 1.87067  0.352
103 O 4.82244 2.59918 1.33853  -0.668
104 O 5.93855 3.01063 4.14612  -0.591
105 H 6.72336 1.21734 3.80964  0.435
106 H 5.01234 1.24347 3.65298  -0.318
107 H 6.10223 1.05207 1.41475  -0.549
108 H 6.83345 2.68802 1.55385  0.431
109 H 4.09486 1.97743 1.48623  0.200
110 H 6.82791 3.36761 4.09933  0.310
111 C 7.11475 1.24517 -1.34949  -0.841
112 C 6.29093 0.01922 -1.04990  0.863
113 O 6.60694 -1.09628 -1.88540  -0.537
114 O 8.44861 1.22553 -0.79132  -0.554
115 H 6.61723 2.15062 -0.99162  0.146
116 H 7.26026 1.50122 -2.40546  0.505
117 H 5.21500 0.18947 -1.04413  -0.151
118 H 6.47889 -0.30272 -0.02037  -0.008
119 H 7.54639 -1.28859 -1.88061  0.302
120 H 8.92723 0.67823 -1.42265  0.324
121 C -0.14309 3.22586 6.60696  -0.039
122 C -1.13104 2.95497 5.44749  -0.487
123 O -0.50622 2.84286 4.20957  -0.341
124 O 0.45718 4.48907 6.41610  -0.546
125 H 0.58704 2.40825 6.60194  -0.016
126 H -0.53431 3.12827 7.62899  0.304
127 H -1.85023 3.78584 5.45496  0.437
128 H -1.74753 2.06064 5.60624  0.076
129 H -0.16795 1.93077 4.09139  -0.443
130 H -0.14024 5.05914 5.92843  0.322
131 C -1.03428 -3.53129 -3.13208  -0.684
132 C -1.03029 -2.16175 -3.81526  0.304
133 O 0.30783 -1.76056 -4.01018  -0.699
134 O -0.34986 -3.51416 -1.89934  -0.420
135 H -0.51615 -4.25006 -3.77340  0.451
136 H -2.05269 -3.93262 -3.02464  0.114
137 H -1.57130 -1.38869 -3.26542  -0.324
138 H -1.58024 -2.32638 -4.74980  0.611
139 H 0.60022 -1.26856 -3.23060  0.312
140 H -0.60141 -2.68295 -1.45315  -0.241
141 C 5.84154 -2.94542 1.99875  -1.105
142 C 4.52588 -2.19896 1.73963  1.876
143 O 4.09490 -1.59886 2.95151  0.584
144 O 6.76005 -2.07285 2.64596  -0.642
145 H 6.19371 -3.31106 1.03708  0.298
146 H 5.62567 -3.73492 2.72167  0.397
147 H 3.74702 -2.90023 1.43119  -0.575
148 H 4.64686 -1.40476 0.99612  -0.568
149 H 3.65732 -0.75833 2.75076  -0.362
150 H 6.52209 -1.98406 3.57447  0.311
151 C 4.46593 -1.26921 6.66512  -0.662
152 C 2.98208 -1.07261 6.34571  -0.254
153 O 2.79305 0.05422 5.50603  -0.542
154 O 5.18823 -1.69267 5.52931  -0.580
155 H 4.61708 -2.07754 7.38122  0.374
156 H 4.75103 -0.29160 7.07733  0.262
157 H 2.38797 -0.94014 7.25857  0.442
158 H 2.58610 -1.94860 5.81754  0.060
159 H 1.99034 -0.01483 4.94351  -0.068
160 H 4.91190 -1.13272 4.78402  0.187
161 C 1.04773 -3.70952 2.21407  1.558
162 C 2.04512 -4.85919 2.35699  -0.680
163 O 2.52469 -5.25137 1.08751  -0.589
164 O -0.17550 -4.19819 1.65808  -0.661
165 H 1.45423 -2.99969 1.48777  -0.552
166 H 0.84511 -3.20463 3.16281  -0.143
167 H 1.59662 -5.69158 2.90095  0.434
168 H 2.88338 -4.50722 2.97077  0.047
169 H 2.45424 -4.48477 0.49818  0.240
170 H -0.69794 -3.44933 1.33872  0.074
171 C -3.32686 -1.90111 4.50913  -0.093
172 C -2.00926 -1.85043 5.28799  -0.001
173 O -1.58484 -0.52004 5.51268  -0.541
174 O -4.45357 -1.96688 5.38873  -0.645
175 H -3.27798 -2.78442 3.86908  0.302
176 H -3.50232 -1.02652 3.87884  0.023
177 H -1.27804 -2.41567 4.69556  -0.138
178 H -2.09308 -2.39238 6.23325  0.411
179 H -0.78641 -0.33850 4.96983  0.194
180 H -4.66920 -1.09058 5.71100  0.350

**Energy relative to the best compared isomer or geometry (same formula, charge and spin)**: 13.78 kcal/mol
**Frontier orbital gap**: 0.25699 hartree
**HOMO energy**: -3.552 eV
**Multiplicity**: 1
**Energy**: -108115.532 eV
**LUMO energy**: 3.4 eV
**Total charge**: -2